C21H37N5O2RuSi2 | wB97M-V/def2-TZVPD

The geometry in XYZ format:
```
68
Properties=species:S:1:pos:R:3:lowdin_charge:R:1
Ru -0.18291 -0.40482 -0.26995 1.528
C 0.41307 -0.62906 -5.61114 0.004
C 0.29880 -0.78361 -4.12521 -0.265
N 0.04500 -1.85273 -3.48016 0.025
O -0.17341 -3.00755 -4.13716 0.013
C 0.49754 0.41475 -3.27310 -0.201
C 0.92735 1.72922 -3.82237 0.021
N 0.27852 0.37119 -1.99441 -0.232
O 0.43114 1.40081 -1.19074 -0.230
H 0.19948 -1.54526 -6.15710 0.079
H 1.42320 -0.31379 -5.87560 0.108
H -0.27841 0.13707 -5.96302 0.109
H -0.14934 -2.89357 -5.10250 0.093
H 1.09150 1.69748 -4.89303 0.083
H 1.84631 2.04565 -3.32352 0.106
H 0.17128 2.48425 -3.59463 0.112
C 2.54895 -0.13390 1.05524 -0.166
Si 2.16215 1.69416 1.51148 0.532
C 2.89809 2.80189 0.18855 -0.152
C 2.85999 2.05693 3.22436 -0.155
C 0.26878 1.74848 1.77658 -0.232
C -0.21937 0.59032 2.50528 -0.380
C -0.36093 0.60976 3.89653 -0.003
C -0.76697 -0.52311 4.56869 0.007
C -1.03288 -1.68607 3.84821 -0.020
C -0.88368 -1.65915 2.48647 -0.108
N -0.48836 -0.55824 1.81108 -0.058
Si -1.07030 3.06005 1.36631 0.530
C -0.64377 4.38439 0.10791 -0.152
C -1.53701 3.79288 3.03780 -0.161
C -2.53231 2.02769 0.68736 -0.172
H 3.58581 -0.23037 0.72881 0.053
H 1.93292 -0.52601 0.21799 -0.035
H 2.40461 -0.80516 1.90302 0.041
H 3.88207 3.15083 0.50702 0.048
H 2.28764 3.68019 -0.01596 0.017
H 3.02247 2.26018 -0.74850 0.024
H 3.95118 2.03060 3.18664 0.046
H 2.53200 1.33053 3.96867 0.032
H 2.56368 3.05184 3.56064 0.045
H -0.14280 1.52572 4.42749 0.129
H -0.86831 -0.50657 5.64586 0.133
H -1.34560 -2.59408 4.34205 0.124
H -1.07585 -2.54046 1.88887 0.103
H 0.42123 4.61096 0.07192 0.015
H -1.16618 5.31070 0.35284 0.047
H -0.95126 4.08017 -0.89148 0.032
H -0.68047 4.27652 3.50984 0.042
H -1.93220 3.04252 3.72354 0.029
H -2.30799 4.55234 2.89128 0.046
H -2.23275 1.40225 -0.16777 -0.010
H -3.32322 2.67887 0.31061 0.046
H -2.97270 1.38327 1.45058 0.033
C 0.46617 -5.86948 -0.77081 0.016
C -0.28046 -4.59301 -0.66768 -0.249
C -1.64440 -4.33234 -0.70513 0.062
C -1.78508 -2.95227 -0.61534 -0.330
N -0.56679 -2.39101 -0.50138 -0.148
N 0.32751 -3.40304 -0.53447 0.079
C -3.01418 -2.11190 -0.64301 -0.006
H -0.22046 -6.70972 -0.72675 0.098
H 1.19876 -5.96796 0.03066 0.098
H 1.00204 -5.91344 -1.72088 0.102
H -2.43521 -5.05716 -0.79482 0.136
H 1.31891 -3.22990 -0.51039 0.175
H -3.87962 -2.71160 -0.91236 0.100
H -2.90403 -1.31598 -1.38304 0.081
H -3.20891 -1.66212 0.33322 0.082
```

## Properties
⟨S²⟩: 6.024
DFT total energy: -1919.8713 a.u.
relative energy (zero: lowest compared OMol25 entry of this formula, charge and spin): 98.4 kJ/mol
net charge: +2
LUMO level (spin up / spin down): -6.27 / -8.51 eV
spin multiplicity: 5
HOMO-LUMO gap (spin up / spin down): 7.6520 / 6.1739 eV